# 1
C14H21BrO13Pd | ωB97M-V/def2-TZVPD

```
50
Properties=species:S:1:pos:R:3:mulliken_charge:R:1
Pd -0.16936 -0.76732 -0.97441 1.4653
Br -0.38911 -3.33876 -1.69427 -0.4924
C 2.86007 1.73357 -2.54807 -0.6413
C 1.86261 0.87508 -3.29955 -0.3620
O 0.85604 0.18002 -2.60131 -0.5488
H 3.33925 1.24812 -1.69788 0.1858
H 2.25677 2.58233 -2.22600 0.0322
H 3.61722 2.17449 -3.19646 0.4166
H 2.47359 0.10884 -3.77670 0.3172
H 1.34802 1.34006 -4.14043 0.4061
C 5.04738 -1.55261 0.03177 -0.4998
C 4.90219 -1.96210 1.44448 -0.2653
O 3.50699 -1.99834 1.56055 -0.2908
C 2.89218 -1.36593 0.50726 0.2321
O 1.74539 -1.04496 0.35162 -0.1928
O 3.86001 -0.79985 -0.26866 -0.2567
H 5.15608 -2.35828 -0.69429 0.2679
H 5.91871 -0.95538 -0.23693 0.3543
H 5.54257 -1.38953 2.11543 0.3018
H 5.15455 -3.02229 1.42374 0.2996
C 1.65987 3.79689 0.59900 -0.3924
C 0.37526 4.33720 1.17712 -0.3470
O -0.49454 3.32467 0.76719 -0.3055
C 0.17636 2.16465 0.55806 0.4449
O -0.40932 1.10156 0.32561 -0.2638
O 1.53070 2.42226 0.57169 -0.1551
H 2.54021 3.99936 1.20899 0.3508
H 1.80788 4.19378 -0.40533 0.2474
H 0.07652 5.26687 0.69280 0.2745
H 0.32354 4.45250 2.25977 0.2661
C -5.36189 -0.97915 -3.16385 -0.3174
C -5.64305 0.00369 -2.02044 -0.2374
O -4.49464 -0.13974 -1.20068 -0.2947
C -3.49423 -0.72543 -1.91964 0.4179
O -2.28897 -0.59505 -1.67847 -0.2982
O -3.93941 -1.13791 -3.08421 -0.3096
H -5.36656 -0.58412 -4.17974 0.2485
H -5.87963 -1.93761 -3.12669 0.2729
H -6.58474 -0.12364 -1.48650 0.3180
H -5.70639 1.00305 -2.45096 0.2435
C -1.65539 -1.56738 4.57251 -0.2641
C -2.65841 -2.61305 4.00887 -0.4015
O -2.79775 -2.27121 2.59415 -0.2709
C -1.69569 -1.62860 2.25319 0.3232
O -1.55143 -1.25067 1.05203 -0.1800
O -0.88035 -1.40071 3.33122 -0.2607
H -1.16932 -1.97188 5.46034 0.3315
H -2.19930 -0.67845 4.89196 0.2746
H -3.69553 -2.50511 4.32642 0.2762
H -2.30497 -3.64389 3.98570 0.2792
```

Properties
HOMO energy (alpha / beta) = -11.009 / -10.828 eV
calculated total energy = -4225.74145 Ha
total charge = +1
spin multiplicity = 4

***

# 2
C4H12N2O2 | ωB97M-V/def2-TZVPD

```
20
Properties=species:S:1:pos:R:3:mulliken_charge:R:1
C -0.98402 1.09738 1.02120 -1.0680
N -1.15369 0.72534 -0.40869 0.0232
C -1.76567 1.75620 -1.19159 -0.9882
C 0.08458 0.20289 -0.96404 -0.4577
C 0.46575 -1.13338 -0.47177 0.2613
N -0.35038 -2.18686 -0.40852 -0.3949
O 1.61139 -1.33209 0.00654 -0.7730
H -0.89255 0.17034 1.63044 0.2962
H -0.24196 1.87656 1.19174 0.3263
H -1.93916 1.49750 1.35131 0.4483
H -2.53190 2.31373 -0.62250 0.3147
H -2.25036 1.24617 -2.03491 0.3181
H -1.09136 2.53194 -1.58491 0.3362
H 1.00924 0.83139 -0.99293 0.3264
H -0.02825 0.13781 -2.06153 0.4772
H -0.07388 -3.04622 0.03940 0.2496
H -1.34656 -2.05409 -0.51827 0.2410
H 2.86939 0.65420 2.01738 0.2796
H 1.79436 -0.24800 1.28440 0.4391
O 1.93422 0.41399 1.99542 -0.6554
```

Properties
ΔE to the lowest compared entry with this formula, charge and spin = 156.9 kJ/mol
HOMO energy = -9.011 eV
structure (SMILES) = CN(C)CC(N)=O.O
calculated total energy = -419.58871 Ha

***

# 3
C4H8ClOP | ωB97M-V/def2-TZVPD

```
15
Properties=species:S:1:pos:R:3:mulliken_charge:R:1
C 0.15429 -0.55781 1.40585 -0.9617
C -0.12604 0.02978 0.07746 0.7845
C -0.19939 1.48350 -0.21654 -1.1529
C -1.55651 -1.11291 -0.98468 -1.0493
O 2.55159 -0.01272 0.54077 -0.2921
P 1.35366 -1.07599 0.07578 0.0670
Cl 3.56260 0.63774 -0.68927 -0.0101
H 0.53761 0.10788 2.17155 0.3151
H -0.48088 -1.34645 1.78451 0.3151
H -0.29744 1.66951 -1.28426 0.2968
H 0.71468 1.97010 0.13429 0.3786
H -1.04661 1.93473 0.29996 0.2821
H -2.48975 -0.69211 -0.65504 0.3316
H -1.36447 -2.11325 -0.64686 0.3609
H -1.31333 -0.92199 -2.01354 0.3342
```

Properties
ΔE to the lowest compared entry with this formula, charge and spin = 484.2 kJ/mol
HOMO energy = -8.899 eV
calculated total energy = -1033.85044 Ha